(1)
The following is a quantum chemistry calculation of the molecule C3H4N4O at a distorted geometry, from the OMol25 dataset.

Computed properties:
* ΔE to the lowest compared entry with this formula, charge and spin: 89.5 kJ/mol
* E_HOMO: -10.0235 eV
* SMILES: [H]/N=C1\NC(=O)/C(=N/[H])N1

Structure (XYZ):
```
12
C3H4N4O | the OMol25 dataset | ωB97M-V/def2-TZVPD
C -1.172 -0.008 0.050
C 1.032 -0.567 -0.035
C 0.900 0.851 -0.099
H -2.668 0.977 0.154
H -0.614 -1.972 0.188
H 2.251 -2.063 0.028
H -0.634 2.173 -0.248
N -2.458 -0.022 -0.002
N -0.249 -1.078 -0.057
N 2.116 -1.059 -0.010
N -0.370 1.161 -0.050
O 1.866 1.607 0.081
```

***

(2)
The following is a quantum chemistry calculation of the molecule C3H4N4S at a distorted geometry, from the OMol25 dataset.

Computed properties:
* ΔE to the lowest compared entry with this formula, charge and spin: 91.0 kJ/mol
* E_HOMO: -8.4670 eV
* SMILES: [H]/N=C1N=N/C(=C/S)N\1

Structure (XYZ):
```
12
C3H4N4S | the OMol25 dataset | ωB97M-V/def2-TZVPD
C -1.479 0.748 -0.084
C -0.148 0.530 -0.046
C 1.856 -0.404 0.017
H -2.086 -1.459 0.573
H -1.792 1.817 -0.073
H 0.155 -1.587 -0.232
H 3.751 -0.952 -0.010
N 0.500 -0.654 0.022
N 2.757 -1.302 -0.044
N 1.949 1.022 0.035
N 0.835 1.547 0.055
S -2.731 -0.459 -0.003
```

***

(3)
The following is a quantum chemistry calculation of the molecule C3H4N4S at a distorted geometry, from the OMol25 dataset.

Computed properties:
* ΔE to the lowest compared entry with this formula, charge and spin: 160.6 kJ/mol
* E_HOMO: -8.1004 eV
* SMILES: Nc1n[nH]ncc1=S

Structure (XYZ):
```
12
C3H4N4S | the OMol25 dataset | ωB97M-V/def2-TZVPD
C -0.064 1.017 0.027
C -0.539 -1.441 0.131
C 0.442 -0.483 0.014
H 1.783 1.522 0.247
H 0.765 3.030 0.470
H -3.136 0.307 0.052
H -0.244 -2.496 -0.041
N 0.871 1.971 0.067
N -1.376 1.094 -0.204
N -2.182 0.098 -0.077
N -1.887 -1.166 0.116
S 2.113 -0.682 -0.067
```

***

(4)
The following is a quantum chemistry calculation of the molecule C3H4N6 at a distorted geometry, from the OMol25 dataset.

Computed properties:
* ΔE to the lowest compared entry with this formula, charge and spin: 529.2 kJ/mol
* E_HOMO: -9.1337 eV
* SMILES: [H]/N=c1\cnnc(N)nn1

Structure (XYZ):
```
13
C3H4N6 | the OMol25 dataset | ωB97M-V/def2-TZVPD
C 1.116 0.014 0.005
C -1.299 1.106 -0.303
C -1.254 -0.431 0.133
H 2.854 0.411 0.523
H 2.316 -1.800 0.603
H -2.080 1.947 -0.396
H -2.147 -0.628 1.891
N 2.217 -0.600 0.579
N 0.934 1.349 0.238
N -0.291 1.908 -0.058
N -1.690 -1.174 1.035
N -0.651 -1.139 -1.013
N 0.577 -0.925 -1.014
```

***

(5)
The following is a quantum chemistry calculation of a structure of composition C3H4NO at a distorted geometry, from the OMol25 dataset.

Computed properties:
* ΔE to the lowest compared entry with this formula, charge and spin: 477.5 kJ/mol
* E_HOMO: -16.2751 eV
* charge: +1

Structure (XYZ):
```
9
C3H4NO | the OMol25 dataset | ωB97M-V/def2-TZVPD
C 1.539 0.344 -0.017
C 0.349 0.658 -0.409
C -0.770 -0.769 0.261
N -1.881 -0.345 0.185
O -2.888 0.205 0.075
H 2.353 0.756 -0.513
H 1.801 -0.420 0.734
H -0.233 1.236 -0.953
H -0.271 -1.665 0.637
```

***

(6)
The following is a quantum chemistry calculation of a structure of composition C3H4NO at a distorted geometry, from the OMol25 dataset.

Computed properties:
* ΔE to the lowest compared entry with this formula, charge and spin: 639.6 kJ/mol
* E_HOMO: -16.4179 eV
* charge: +1

Structure (XYZ):
```
9
C3H4NO | the OMol25 dataset | ωB97M-V/def2-TZVPD
C -1.265 -1.136 -0.231
C -2.386 -0.545 0.087
C -0.336 0.628 -0.048
N 0.080 -0.629 -0.161
O -0.793 1.684 -0.172
H -1.579 -2.160 -0.547
H 2.484 1.352 0.185
H 2.808 1.773 0.771
H 0.987 -0.967 0.116
```

***

(7)
The following is a quantum chemistry calculation of a cluster of 3 separate species, C3H4NO in total at a distorted geometry, from the OMol25 dataset.

Computed properties:
* ΔE to the lowest compared entry with this formula, charge and spin: 560.6 kJ/mol
* E_HOMO (alpha / beta): -15.1083 / -15.1056 eV
* charge: +1

Structure (XYZ):
```
9
C3H4NO | the OMol25 dataset | ωB97M-V/def2-TZVPD
C -0.594 -0.700 0.518
C 0.701 -0.557 0.498
C 2.020 -0.275 1.123
N -0.070 -1.489 -0.406
O 3.145 0.082 1.447
H -1.617 -0.232 0.824
H -1.819 2.326 -1.668
H -1.557 2.155 -0.891
H -0.209 -1.311 -1.446
```

***

(8)
The following is a quantum chemistry calculation of a structure of composition C3H4NO2 at a distorted geometry, from the OMol25 dataset.

Computed properties:
* ΔE to the lowest compared entry with this formula, charge and spin: 868.9 kJ/mol
* E_HOMO (alpha / beta): -16.6083 / -16.6214 eV
* charge: +1

Structure (XYZ):
```
10
C3H4NO2 | the OMol25 dataset | ωB97M-V/def2-TZVPD
C -0.817 0.540 0.382
C 0.608 0.813 0.213
C 0.643 -0.730 -0.114
N -0.772 -0.823 0.036
O -2.228 1.365 0.107
O -1.528 -1.746 -0.055
H 0.818 1.363 -0.721
H 1.004 1.416 1.022
H 1.018 -0.665 -1.128
H 1.255 -1.534 0.259
```

***

(9)
The following is a quantum chemistry calculation of the ion C3H4NO2S2 with charge -1 at a distorted geometry, from the OMol25 dataset.

Computed properties:
* ΔE to the lowest compared entry with this formula, charge and spin: 65.6 kJ/mol
* E_HOMO: -4.6833 eV
* charge: -1
* SMILES: O=C([O-])[C@]1(CS)NS1

Structure (XYZ):
```
12
C3H4NO2S2 | the OMol25 dataset | ωB97M-V/def2-TZVPD
C -0.572 1.389 0.099
C -0.475 -0.185 0.034
C 0.775 -0.784 0.520
N -0.979 -1.057 -1.071
O 0.458 1.951 0.606
O -1.564 1.911 -0.370
S -1.864 -1.235 0.365
S 2.194 -0.062 -0.303
H 0.941 -1.779 0.248
H 1.006 -0.703 1.552
H -1.575 -0.581 -1.848
H 1.657 1.134 0.167
```

***

(10)
The following is a quantum chemistry calculation of the ion C3H4NO3 with charge -1 at a distorted geometry, from the OMol25 dataset.

Computed properties:
* ΔE to the lowest compared entry with this formula, charge and spin: 53.3 kJ/mol
* E_HOMO: -4.5260 eV
* charge: -1
* SMILES: CC(=O)NC(=O)[O-]

Structure (XYZ):
```
11
C3H4NO3 | the OMol25 dataset | ωB97M-V/def2-TZVPD
O -1.773 1.747 0.277
C -1.005 0.854 -0.064
N 0.220 0.635 0.450
C 1.272 -0.750 0.225
O 0.649 -1.671 0.725
O 2.295 -0.513 -0.360
C -1.402 -0.223 -1.095
H 0.430 1.110 1.318
H -0.542 -0.711 -1.525
H -2.061 0.213 -1.863
H -2.040 -0.979 -0.648
```

***

(11)
The following is a quantum chemistry calculation of a cluster of 2 separate species, C3H4NO3 in total at a distorted geometry, from the OMol25 dataset.

Computed properties:
* ΔE to the lowest compared entry with this formula, charge and spin: 156.8 kJ/mol
* E_HOMO: -14.7568 eV
* charge: +1

Structure (XYZ):
```
11
C3H4NO3 | the OMol25 dataset | ωB97M-V/def2-TZVPD
C 2.447 -0.024 0.360
C 1.100 -0.541 -0.074
C -1.615 -0.354 -0.031
N -2.177 0.745 -0.310
O 3.347 0.310 -0.339
O -1.545 -1.509 0.035
O 0.215 0.237 -0.257
H 2.244 0.199 1.372
H 0.823 -1.583 0.064
H -3.177 0.804 -0.309
H -1.660 1.717 -0.512
```

***

(12)
The following is a quantum chemistry calculation of the molecule C3H4NOP at a distorted geometry, from the OMol25 dataset.

Computed properties:
* ΔE to the lowest compared entry with this formula, charge and spin: 444.8 kJ/mol
* E_HOMO (alpha / beta): -8.4487 / -8.7386 eV

Structure (XYZ):
```
10
C3H4NOP | the OMol25 dataset | ωB97M-V/def2-TZVPD
C 0.188 1.551 0.352
C -1.672 -0.839 0.019
C 0.524 0.332 0.007
N 1.880 -0.109 -0.138
O -0.301 -0.748 0.033
P -2.872 0.342 0.126
H 0.134 2.605 0.255
H -1.992 -1.965 0.021
H 2.171 -0.226 -1.137
H 1.941 -0.943 0.462
```